DFT (the ωB97M-V functional and the def2-TZVPD basis) results for a molecular structure, C50H47BBrCaClF4NO6P2S2 at a distorted geometry.

Computed properties:
Total charge: -1
Strongest force on any atom (eV Å⁻¹): 2.922
ΔE to the lowest compared entry with this formula, charge and spin (eV): 2.788

Geometry as XYZ:
```
116
C50H47BBrCaClF4NO6P2S2 | the OMol25 dataset | the ωB97M-V functional and the def2-TZVPD basis
Ca -0.18700 1.40815 -0.53131
Br -1.30042 -2.92822 2.97218
C -1.06128 -3.40146 1.13961
C -1.53052 -4.62800 0.70680
C -1.45299 -4.86891 -0.65696
C -0.93163 -3.88649 -1.48310
C -0.46787 -2.70104 -0.92089
N -0.53242 -2.47489 0.38851
C -0.05365 -1.52109 -1.81836
O 0.45962 -1.78203 -2.90546
O -0.38361 -0.39308 -1.35406
H -1.94425 -5.34393 1.40153
H -1.82451 -5.80315 -1.05935
H -0.88455 -3.99949 -2.55727
O -3.44380 -1.37590 0.32736
S -4.30358 -2.28566 1.09514
C -4.90737 -1.35263 2.59102
C -4.15667 -0.03920 2.75231
C -4.69510 1.03994 1.82573
C -4.02168 2.39923 2.02064
S -2.61170 2.75999 0.84792
O -1.92636 1.45248 0.65626
C -3.74014 2.95370 -0.54246
C -4.52643 4.09556 -0.59081
C -5.44101 4.25341 -1.61720
C -5.55653 3.27143 -2.59376
C -4.73553 2.15485 -2.56016
C -3.81128 1.99517 -1.53643
C -5.88908 -2.27945 0.21015
C -6.93733 -3.08676 0.62744
C -8.09291 -3.14788 -0.13587
C -8.18875 -2.41463 -1.31127
C -7.13620 -1.60813 -1.71922
C -5.97786 -1.54641 -0.95933
H -4.70158 -2.01681 3.43083
H -5.98216 -1.20758 2.49256
H -3.10258 -0.18832 2.50870
H -4.22735 0.28509 3.79506
H -5.77344 1.15396 1.97322
H -4.52408 0.70972 0.79946
H -3.56732 2.48086 3.01001
H -4.72343 3.21853 1.87668
H -4.40581 4.86311 0.16413
H -6.06247 5.13841 -1.65717
H -6.28765 3.38589 -3.38375
H -4.81571 1.40621 -3.33752
H -3.13567 1.14697 -1.50562
H -6.84836 -3.66153 1.54173
H -8.91724 -3.77684 0.17413
H -9.08775 -2.47185 -1.91076
H -7.21322 -1.03832 -2.63550
H -5.12991 -0.94431 -1.26165
C 3.75733 0.20047 2.44953
C 3.61419 -1.24521 2.95134
P 2.54781 -2.13809 1.72777
C 2.85302 -3.89924 2.17653
C 2.92439 -4.85488 1.15915
C 2.94278 -6.20732 1.45289
C 2.89572 -6.63124 2.77367
C 2.81407 -5.69496 3.79269
C 2.78572 -4.34055 3.49673
C 3.75040 -2.06066 0.33480
C 3.38444 -1.43975 -0.85281
C 4.26879 -1.40447 -1.92342
C 5.52674 -1.96897 -1.80610
C 5.90897 -2.57042 -0.61253
C 5.02494 -2.62054 0.45004
P 2.13471 0.98943 1.84784
C 1.30406 1.10878 3.48802
C 1.94937 1.54799 4.64378
C 1.26193 1.64249 5.84188
C -0.08374 1.30295 5.90275
C -0.73712 0.87021 4.76028
C -0.04489 0.77576 3.56089
C 2.80532 2.69984 1.72732
C 2.29121 3.78435 2.43372
C 2.83485 5.04747 2.26612
C 3.88497 5.24749 1.38502
C 4.35852 4.18472 0.63110
C 3.81983 2.91998 0.79661
H 4.41538 0.19691 1.57757
H 4.20475 0.83475 3.21699
H 3.11141 -1.25289 3.92242
H 4.59184 -1.72364 3.04759
H 2.95989 -4.52932 0.12684
H 2.98308 -6.93329 0.64999
H 2.91275 -7.68811 3.00761
H 2.75300 -6.02315 4.82286
H 2.68713 -3.61985 4.29927
H 2.41407 -0.97342 -0.94007
H 3.97024 -0.93517 -2.84959
H 6.21574 -1.94204 -2.64087
H 6.89543 -3.00749 -0.51338
H 5.32251 -3.10372 1.37321
H 2.99074 1.84154 4.60798
H 1.77044 1.98610 6.73423
H -0.61924 1.38592 6.84002
H -1.78580 0.60398 4.81252
H -0.54218 0.44804 2.65513
H 1.44658 3.65678 3.09664
H 2.42453 5.88414 2.81630
H 4.31672 6.23281 1.26608
H 5.14054 4.34452 -0.09978
H 4.16334 2.09695 0.18013
Cl 3.44682 2.10710 -3.75055
C 1.69843 1.89051 -3.88569
C 1.00918 1.91049 -2.51405
O -0.21105 2.17702 -2.52651
O 1.68041 1.62615 -1.50228
H 1.51706 0.91501 -4.33662
H 1.30811 2.68438 -4.51543
F 0.29547 3.17082 0.40486
B -0.20002 4.49211 0.13925
F 0.80509 5.30045 -0.32615
F -1.24275 4.38563 -0.79649
F -0.73143 4.97220 1.34525
```



DFT (the ωB97M-V functional and the def2-TZVPD basis) results for a molecular structure, C50H47F2N5O4P2SZr at a distorted geometry.

Computed properties:
Total charge: +2
Strongest force on any atom (eV Å⁻¹): 1.503

Geometry as XYZ:
```
112
C50H47F2N5O4P2SZr | the OMol25 dataset | the ωB97M-V functional and the def2-TZVPD basis
Zr -0.75079 -0.16598 -0.17884
C 1.29162 1.61227 -0.14613
C 0.78823 2.60938 0.69157
C -0.01681 3.61176 0.16680
C -0.36209 3.59966 -1.17646
C 0.13452 2.61096 -2.01807
C 0.99429 1.64017 -1.51563
H 2.07721 0.95098 0.20462
H 1.07466 2.63301 1.73413
H -0.37143 4.40727 0.80926
H -0.98846 4.38324 -1.58363
H -0.08468 2.64771 -3.07752
H 1.53266 0.98969 -2.18798
C 1.66541 -3.13369 1.05538
N 1.82345 -2.52305 2.35418
C 0.55985 -2.27872 3.02098
P -0.20361 -0.65003 2.50676
C 0.85346 0.44119 3.53464
C 2.07406 0.84348 2.99147
C 2.96843 1.59947 3.73356
C 2.65888 1.94551 5.04024
C 1.46470 1.51622 5.60224
C 0.56210 0.77165 4.85677
C -1.80179 -0.69632 3.39602
C -2.43313 -1.89365 3.72513
C -3.64013 -1.88424 4.40941
C -4.23778 -0.68417 4.75912
C -3.63094 0.51455 4.40830
C -2.42603 0.50923 3.72709
C 2.82934 -3.11745 3.20161
C 3.25586 -4.43156 3.03418
C 4.24641 -4.95610 3.85316
C 4.80681 -4.18654 4.85902
C 4.35945 -2.88751 5.05012
C 3.38076 -2.35397 4.22662
P 1.35824 -1.97973 -0.39122
C 3.05817 -1.36554 -0.67959
C 3.90715 -1.09536 0.39438
C 5.19368 -0.62864 0.16387
C 5.64017 -0.41504 -1.13106
C 4.80099 -0.68765 -2.20339
C 3.51763 -1.15723 -1.97924
C 1.18559 -3.35224 -1.60097
C 2.28622 -4.14295 -1.92998
C 2.13453 -5.24644 -2.75557
C 0.88568 -5.57439 -3.26421
C -0.21595 -4.79961 -2.93546
C -0.06788 -3.69963 -2.10365
H 0.84830 -3.86698 1.02574
H 2.58639 -3.64065 0.78092
H 0.72504 -2.20318 4.09323
H -0.14434 -3.09600 2.83127
H 2.34788 0.53126 1.99075
H 3.91107 1.90272 3.29613
H 3.35036 2.53925 5.62321
H 1.23446 1.75892 6.63113
H -0.35475 0.43839 5.32000
H -2.00853 -2.84774 3.44813
H -4.10939 -2.82312 4.67154
H -5.17104 -0.68318 5.30632
H -4.09460 1.45457 4.67866
H -1.95934 1.44739 3.45795
H 2.80928 -5.07055 2.28284
H 4.56704 -5.97919 3.70771
H 5.57877 -4.59740 5.49526
H 4.77683 -2.27911 5.84196
H 3.03835 -1.34050 4.38630
H 3.57823 -1.27489 1.41085
H 5.85230 -0.44397 1.00260
H 6.64307 -0.04901 -1.30560
H 5.15689 -0.54674 -3.21631
H 2.87030 -1.40247 -2.80494
H 3.27069 -3.90310 -1.54759
H 2.99671 -5.85171 -3.00280
H 0.77192 -6.43660 -3.90783
H -1.19384 -5.05454 -3.32396
H -0.93250 -3.10837 -1.84369
C 1.73123 -2.71244 -5.63654
C 1.53939 -1.23274 -5.27253
C 0.38898 -1.04481 -4.34570
N 0.44574 -0.78660 -3.09163
N -0.78105 -0.66266 -2.47987
C -1.78421 -0.83259 -3.33228
N -3.08300 -0.79978 -3.00430
S -1.25132 -1.19009 -4.93671
H 2.60656 -2.82380 -6.27401
H 0.86469 -3.09779 -6.17483
H 1.87243 -3.31797 -4.74034
H 1.35504 -0.65476 -6.18007
H 2.44026 -0.83395 -4.81019
H -3.30818 -0.27326 -2.17695
H -3.77830 -0.82233 -3.73189
F -2.99915 -1.00758 0.76916
C -2.28988 -1.80172 -0.16763
F -1.44757 -2.56144 0.69359
H -3.02214 -2.50220 -0.56029
O -1.72674 1.35931 1.03814
C -2.62612 1.43445 0.15908
O -2.30556 0.98277 -1.00167
C -3.99908 1.90312 0.40260
C -4.29668 2.90988 1.31727
C -5.61060 3.30373 1.51077
C -6.64190 2.67760 0.82629
C -6.32948 1.66238 -0.06342
C -5.02677 1.27802 -0.29291
N -7.40036 0.96224 -0.79791
O -7.05455 0.12533 -1.61455
O -8.54007 1.26969 -0.54127
H -3.49654 3.38842 1.86882
H -5.83787 4.10017 2.20548
H -7.67566 2.95983 0.96751
H -4.84212 0.47319 -0.98332
```



DFT (the ωB97M-V functional and the def2-TZVPD basis) results for a molecular structure, C50H48BrN6OS3SeSiTl at a distorted geometry.

Computed properties:
Total charge: 0
Strongest force on any atom (eV Å⁻¹): 1.914
ΔE to the lowest compared entry with this formula, charge and spin (eV): 2.855

Geometry as XYZ:
```
112
C50H48BrN6OS3SeSiTl | the OMol25 dataset | the ωB97M-V functional and the def2-TZVPD basis
Tl 0.90033 0.45272 -0.06007
S 3.27377 1.48279 -0.93644
C 3.77726 2.79494 0.10746
C 5.10102 3.24549 -0.03999
C 5.58027 4.33238 0.66443
C 4.73970 4.99294 1.55941
C 3.44680 4.54197 1.74005
C 2.93930 3.43247 1.03689
S 1.34903 2.83876 1.41611
H 5.74085 2.72773 -0.74702
H 6.60004 4.66954 0.51460
H 5.09924 5.84880 2.11853
H 2.78281 5.03725 2.43810
N 1.63991 3.10511 -3.87311
C 1.01843 4.36736 -3.89367
C 1.55005 5.38264 -4.67049
C 0.93473 6.62831 -4.72414
C -0.21877 6.86355 -3.99962
C -0.75713 5.84413 -3.21859
C -0.14370 4.60617 -3.16852
S -0.87479 3.30768 -2.21244
N 0.12273 1.98591 -2.48003
C 1.16506 2.00929 -3.20138
C 1.86781 0.70604 -3.44261
C 2.80981 0.56235 -4.45581
C 3.39912 -0.67111 -4.66961
C 3.01638 -1.74142 -3.88532
C 2.04527 -1.51727 -2.92299
N 1.49380 -0.33060 -2.68742
H 2.56926 3.06267 -4.24558
H 2.45634 5.19989 -5.23943
H 1.36564 7.40910 -5.33823
H -0.70720 7.82926 -4.03468
H -1.66268 6.01084 -2.64441
H 3.08305 1.39029 -5.09271
H 4.14048 -0.79335 -5.44974
H 3.45787 -2.72177 -4.00234
H 1.68943 -2.33607 -2.30498
C 0.13916 1.45537 4.50948
N -0.08935 0.01715 4.54517
C -1.19388 -0.59321 5.11763
C -1.01742 -1.91931 5.01312
N 0.19941 -2.11896 4.37448
C 0.77461 -3.41962 4.08819
C 0.78249 -0.91711 4.08757
Se 2.40193 -0.62353 3.26722
H -0.80621 1.96882 4.33603
H 0.82434 1.69406 3.69916
H 0.57624 1.79289 5.44978
H -2.00060 -0.02134 5.54487
H -1.63176 -2.74246 5.33850
H 0.09465 -4.00831 3.46909
H 0.97906 -3.95525 5.01541
H 1.71039 -3.25943 3.55759
C -2.77005 -7.53295 1.43171
C -2.38250 -6.25911 0.72919
C -1.99805 -6.25722 -0.60352
C -1.61201 -5.09183 -1.24986
C -1.20160 -5.18179 -2.70503
C -1.62381 -3.87678 -0.54361
C -1.19320 -2.65322 -1.24092
O -1.11451 -1.54792 -0.75289
C -2.04042 -3.85299 0.80860
C -2.13361 -2.58417 1.62050
C -2.40189 -5.04658 1.41301
H -2.75949 -8.38199 0.74874
H -3.76839 -7.44569 1.86367
H -2.07522 -7.74017 2.24908
H -1.98695 -7.19406 -1.15218
H -1.16017 -6.22561 -3.01320
H -0.21949 -4.74171 -2.88538
H -1.92088 -4.67079 -3.34940
H -0.91849 -2.78409 -2.30081
H -2.83828 -1.88672 1.16396
H -1.17872 -2.05717 1.67525
H -2.46724 -2.81278 2.63270
H -2.71036 -5.03233 2.45461
Br 1.43999 -5.82059 0.83524
C 2.37204 -4.23411 0.40023
C 3.69068 -4.27914 -0.01757
C 4.32231 -3.07748 -0.29325
C 3.61279 -1.89396 -0.15415
N 2.34221 -1.86866 0.23974
C 1.72632 -3.01568 0.51389
H 4.21141 -5.22335 -0.10859
H 5.35732 -3.06375 -0.60839
H 4.06760 -0.92467 -0.34973
H 0.69383 -2.96319 0.84523
C -3.07194 5.36326 2.65460
C -3.63083 4.15076 3.03399
C -3.13213 2.96651 2.50763
C -2.06670 2.96698 1.60026
C -1.50070 4.19184 1.24860
C -2.00350 5.37903 1.76715
Si -1.60047 1.26965 0.94553
C -2.93047 0.68078 -0.24543
C -4.20104 0.42067 0.28089
C -5.23943 -0.02141 -0.53013
C -5.01763 -0.22400 -1.88578
C -3.76062 0.02468 -2.42147
C -2.72815 0.47932 -1.61128
H -3.46420 6.29213 3.05212
H -4.45451 4.12625 3.73720
H -3.58364 2.02605 2.81550
H -0.64469 4.21808 0.58794
H -1.55559 6.32246 1.47660
H -1.54667 0.37521 2.12846
H -4.38991 0.56131 1.34184
H -6.21912 -0.20267 -0.10366
H -5.82230 -0.57280 -2.52230
H -3.57926 -0.13604 -3.47907
H -1.75202 0.65767 -2.04354
```



DFT (the ωB97M-V functional and the def2-TZVPD basis) results for a molecular structure, C50H50CsN9SSeSi at a distorted geometry.

Computed properties:
Total charge: 0
Strongest force on any atom (eV Å⁻¹): 1.450
ΔE to the lowest compared entry with this formula, charge and spin (eV): 0.532

Geometry as XYZ:
```
113
C50H50CsN9SSeSi | the OMol25 dataset | the ωB97M-V functional and the def2-TZVPD basis
Cs 0.77400 0.56343 0.30176
N -2.07655 4.80616 -0.27024
C -1.31945 5.99483 -0.27088
C -1.95020 7.22733 -0.27955
C -1.19987 8.39725 -0.30146
C 0.18197 8.33626 -0.27974
C 0.81512 7.09871 -0.23909
C 0.07185 5.93154 -0.26163
S 0.87037 4.35207 -0.28418
N -0.33927 3.30760 0.25820
C -1.57321 3.60002 0.16624
C -2.56452 2.57034 0.59806
C -3.58812 2.88776 1.47962
C -4.41449 1.86686 1.92475
C -4.19684 0.57959 1.46612
C -3.15689 0.36468 0.57217
N -2.35813 1.33444 0.14305
H -3.07659 4.90953 -0.25678
H -3.03328 7.27609 -0.28001
H -1.70480 9.35348 -0.32572
H 0.77000 9.24382 -0.28502
H 1.89573 7.03446 -0.20071
H -3.70669 3.89830 1.84983
H -5.20174 2.07587 2.63688
H -4.80860 -0.24574 1.80317
H -2.93792 -0.62794 0.19280
C -0.41166 0.27306 3.18621
Si -0.42503 -1.35054 3.89830
C -1.07403 -2.65123 2.65174
N -0.47296 -2.66092 1.31205
C -1.16632 -3.53162 0.37487
C -1.05033 -5.03169 0.71933
C 0.25424 -5.33629 1.47049
C 1.36818 -4.39096 1.03275
C 0.96375 -2.91463 1.24293
C 1.30697 -1.88243 4.46484
C 1.61347 -3.21163 4.77110
C 2.90672 -3.60555 5.09351
C 3.92692 -2.66341 5.13642
C 3.64236 -1.33261 4.85559
C 2.34890 -0.95311 4.51417
C -1.60725 -1.71188 5.35701
C -1.23445 -2.27541 6.57897
C -2.15685 -2.48020 7.60030
C -3.48609 -2.13024 7.41688
C -3.88253 -1.56389 6.21127
C -2.95116 -1.35447 5.20500
H 0.11983 1.06179 3.72762
H -1.35043 0.65746 2.77608
H -2.13283 -2.39101 2.51789
H -1.08922 -3.64379 3.13291
H -0.74544 -3.33604 -0.61788
H -2.21787 -3.23876 0.32666
H -1.09460 -5.61376 -0.20709
H -1.90251 -5.34703 1.32424
H 0.54838 -6.37570 1.31058
H 0.10414 -5.22042 2.54503
H 1.59400 -4.57384 -0.02605
H 2.28630 -4.59898 1.58761
H 1.37966 -2.33118 0.41427
H 1.42352 -2.53451 2.15078
H 0.82695 -3.95998 4.74875
H 3.11978 -4.64387 5.31894
H 4.93452 -2.96424 5.39684
H 4.43020 -0.58895 4.90213
H 2.13611 0.08094 4.26654
H -0.19818 -2.55027 6.74490
H -1.83631 -2.91241 8.54095
H -4.20736 -2.29016 8.20885
H -4.91743 -1.27697 6.06290
H -3.26464 -0.87666 4.28015
C 0.72674 4.15046 -4.15427
C 2.09757 4.02246 -3.94877
C 2.60876 2.87974 -3.35945
C 1.74727 1.84832 -2.99858
C 0.37692 1.96126 -3.22448
C -0.12999 3.12269 -3.78676
N 2.20712 0.65527 -2.38311
N 3.08629 0.83998 -1.53555
C 3.57362 -0.35698 -0.94450
C 3.91376 -1.47442 -1.68873
C 4.39729 -2.58279 -1.01249
C 4.50693 -2.53204 0.36709
C 4.13309 -1.36310 1.01591
N 3.68458 -0.28470 0.38087
H 0.32980 5.05156 -4.60310
H 2.76743 4.82049 -4.24081
H 3.66916 2.76336 -3.17612
H -0.28882 1.15104 -2.93884
H -1.19760 3.21908 -3.93513
H 3.82234 -1.45172 -2.76653
H 4.67988 -3.47257 -1.56069
H 4.86847 -3.37684 0.93659
H 4.17514 -1.29449 2.09651
C 0.27686 -4.14624 -3.00460
N 0.75048 -2.96581 -3.69724
C 0.04945 -1.81418 -3.86856
Se -1.58638 -1.38378 -3.19088
N 0.83673 -0.99801 -4.61662
C 2.06224 -1.58737 -4.87007
C 3.20700 -1.13679 -5.50231
C 4.28733 -2.01015 -5.54858
C 4.21899 -3.28557 -4.98558
C 3.06963 -3.73199 -4.34519
C 1.99924 -2.85550 -4.29421
H -0.78300 -4.01755 -2.79846
H 0.81383 -4.28422 -2.06466
H 0.42229 -5.02116 -3.63856
H 0.58614 -0.04192 -4.79884
H 3.26222 -0.14749 -5.93714
H 5.20145 -1.69359 -6.03224
H 5.08073 -3.93644 -5.04705
H 3.01399 -4.71533 -3.89782
```



Computed values of HOMO level (unit: eV) for the preceding records, in sequence: -5.57; -12.68; -5.96; -5.22.